# 1
{"formula": "C14H28O3Si", "method": "the ωB97M-V functional and the def2-TZVPD basis", "species": ["C", "C", "O", "Si", "C", "C", "C", "C", "C", "C", "C", "C", "O", "C", "C", "O", "C", "C", "H", "H", "H", "H", "H", "H", "H", "H", "H", "H", "H", "H", "H", "H", "H", "H", "H", "H", "H", "H", "H", "H", "H", "H", "H", "H", "H", "H"], "positions_angstrom": [[1.45, -4.13, 0.94], [2.08, -2.77, 0.81], [1.34, -1.87, 0.05], [1.55, -0.23, 0.23], [0.02, 0.40, -0.65], [-1.10, -0.33, 0.08], [-2.52, 0.09, -0.30], [-3.65, -0.81, 0.30], [-5.02, -0.21, 0.01], [-5.24, 1.02, -0.46], [-4.13, 2.01, -0.71], [-2.81, 1.58, 0.00], [2.92, 0.31, -0.54], [3.06, -0.09, -1.87], [4.48, 0.06, -2.32], [1.44, 0.33, 1.81], [2.12, 1.50, 2.17], [1.81, 2.74, 1.34], [1.38, -4.57, -0.06], [2.09, -4.71, 1.60], [0.45, -4.04, 1.39], [3.07, -2.82, 0.33], [2.21, -2.27, 1.76], [0.04, 0.16, -1.71], [-0.02, 1.46, -0.54], [-0.96, -0.05, 1.15], [-0.98, -1.41, 0.04], [-2.60, -0.06, -1.39], [-3.53, -1.80, -0.16], [-3.54, -0.91, 1.40], [-5.87, -0.80, 0.31], [-6.24, 1.35, -0.67], [-4.45, 2.99, -0.34], [-3.92, 2.05, -1.78], [-2.92, 1.74, 1.07], [-1.99, 2.23, -0.32], [2.35, 0.50, -2.49], [2.69, -1.15, -1.91], [4.64, -0.31, -3.31], [4.82, 1.12, -2.28], [5.15, -0.46, -1.65], [1.89, 1.65, 3.24], [3.18, 1.29, 2.06], [2.33, 3.59, 1.73], [2.16, 2.62, 0.29], [0.76, 3.01, 1.37]], "relative_energy_ev": 0.086, "charge": 0, "smiles": "CCO[Si](CC[C@H]1CC=CCC1)(OCC)OCC", "molar_mass_g_mol": 272.46, "homo_energy_ev": -8.967, "homo_lumo_gap_ev": 9.9, "fmax_ev_per_a": 2.27}

# 2
{"formula": "C14H29F6O5PSSi2", "method": "the ωB97M-V functional and the def2-TZVPD basis", "species": ["C", "C", "P", "C", "Si", "O", "Si", "C", "C", "C", "S", "H", "H", "H", "H", "H", "H", "H", "H", "H", "H", "H", "H", "H", "H", "H", "H", "H", "H", "H", "C", "C", "O", "C", "O", "C", "F", "F", "F", "H", "H", "H", "H", "H", "C", "C", "O", "C", "O", "C", "F", "F", "F", "H", "H", "H", "H", "H"], "positions_angstrom": [[1.47, -1.31, 1.33], [1.87, -1.04, -0.12], [1.49, 0.67, -0.79], [0.32, 1.43, 0.42], [0.10, 0.20, -2.48], [-1.50, 0.40, -2.11], [-2.33, -0.59, -1.08], [-3.69, 0.35, -0.24], [-4.70, -0.58, 0.46], [-5.67, -1.28, -0.50], [-5.60, -3.09, -0.51], [1.83, -0.53, 2.00], [1.89, -2.26, 1.67], [0.39, -1.37, 1.44], [1.41, -1.79, -0.78], [2.96, -1.17, -0.23], [-0.49, 1.93, -0.12], [0.84, 2.18, 1.01], [-0.14, 0.70, 1.09], [0.39, 1.10, -3.61], [0.33, -1.21, -2.90], [-1.38, -1.13, -0.07], [-2.88, -1.74, -1.84], [-4.19, 1.00, -0.98], [-3.23, 1.03, 0.50], [-4.15, -1.36, 1.01], [-5.26, -0.01, 1.21], [-6.71, -1.03, -0.26], [-5.51, -0.96, -1.54], [-4.81, -3.19, -1.58], [2.48, 7.62, -0.89], [3.74, 7.48, -0.07], [3.83, 6.17, 0.54], [4.26, 5.19, -0.24], [4.61, 5.27, -1.38], [4.31, 3.86, 0.56], [3.18, 3.68, 1.25], [5.32, 3.90, 1.43], [4.48, 2.84, -0.25], [1.60, 7.42, -0.27], [2.41, 8.63, -1.27], [2.48, 6.93, -1.73], [3.76, 8.16, 0.78], [4.64, 7.63, -0.67], [-2.28, -4.66, 1.34], [-1.37, -5.86, 1.27], [-0.23, -5.60, 0.41], [0.76, -4.91, 0.95], [0.84, -4.48, 2.06], [1.88, -4.70, -0.11], [1.38, -4.28, -1.27], [2.51, -5.86, -0.32], [2.76, -3.82, 0.31], [-2.60, -4.37, 0.34], [-3.17, -4.91, 1.92], [-1.78, -3.82, 1.82], [-1.85, -6.71, 0.81], [-1.00, -6.15, 2.26]], "charge": 0, "molar_mass_g_mol": 510.58, "homo_energy_ev": -8.187, "homo_lumo_gap_ev": 8.8, "fmax_ev_per_a": 0.34}

# 3
{"formula": "C14H29HfN6OPSi", "method": "the ωB97M-V functional and the def2-TZVPD basis", "species": ["Hf", "Si", "P", "N", "H", "C", "H", "H", "H", "C", "H", "H", "H", "C", "H", "H", "H", "C", "H", "H", "H", "H", "H", "C", "C", "C", "C", "C", "C", "H", "H", "H", "H", "H", "C", "O", "C", "H", "H", "H", "C", "H", "H", "H", "N", "N", "N", "C", "N", "N", "H", "H", "H"], "positions_angstrom": [[0.11, -0.79, 0.69], [0.56, -1.72, -1.87], [0.69, 0.65, -2.03], [-1.52, 0.12, 0.05], [2.62, 1.90, 1.23], [0.68, 2.22, -1.06], [1.19, 2.99, -1.67], [1.20, 2.10, -0.09], [-0.37, 2.53, -0.90], [2.18, 0.80, -3.05], [2.16, 1.75, -3.62], [2.28, -0.03, -3.76], [3.09, 0.79, -2.42], [-0.70, 0.96, -3.19], [-0.41, 1.70, -3.96], [-1.57, 1.33, -2.63], [-1.04, 0.04, -3.70], [2.15, -2.62, -1.70], [2.54, -2.67, -0.66], [2.84, -2.12, -2.37], [1.94, -3.64, -2.06], [-0.37, -2.10, -0.62], [-0.39, -2.15, -2.97], [-2.81, 0.26, -0.21], [-4.96, 1.31, 0.20], [-3.61, 1.28, 0.43], [-3.45, -0.71, -1.07], [-4.81, -0.65, -1.28], [-5.57, 0.39, -0.68], [-5.58, 2.10, 0.63], [-3.13, 1.94, 1.16], [-2.80, -1.52, -1.46], [-5.23, -1.37, -2.00], [-6.62, 0.43, -0.93], [2.90, 0.61, 0.96], [2.03, -0.40, 0.74], [2.96, 1.14, 2.34], [4.01, 1.14, 2.61], [2.41, 0.57, 3.09], [2.76, 2.24, 2.46], [4.24, 0.53, 0.33], [4.76, 1.51, 0.34], [4.29, 0.10, -0.68], [5.00, -0.06, 0.89], [-1.27, -0.10, 4.74], [-0.65, -0.96, 3.96], [-0.63, -2.27, 4.40], [-0.46, -2.92, 3.25], [-0.34, -2.14, 2.15], [-0.43, -0.79, 2.71], [-1.05, 0.82, 4.44], [-1.37, -0.48, 5.64], [-0.43, -4.03, 3.22]], "charge": 0, "molar_mass_g_mol": 534.98, "homo_energy_ev": [-4.013, -3.933], "homo_lumo_gap_ev": [3.9, 3.5], "fmax_ev_per_a": 5.91}